No. 1
{
  "formula": "C5H16N2O",
  "method": "the ωB97M-V functional and the def2-TZVPD basis",
  "e_above_lowest_ev": 2.008,
  "lumo_energy_ev": 0.684,
  "energy_ha": -384.7843,
  "gap_ev": 9.653,
  "max_force_ev_per_a": 4.3,
  "smiles": "CCC[C@@H](N)CN.O",
  "elements": ["N", "C", "C", "C", "C", "C", "N", "H", "H", "H", "H", "H", "H", "H", "H", "H", "H", "H", "H", "H", "H", "H", "H", "O"],
  "coordinates": [[0.521466, -0.781539, -2.304342], [-0.072160, -0.595544, -0.965448], [-0.185014, 0.792458, -0.409647], [-1.206064, 1.690567, -1.101021], [-2.470675, 1.596689, -0.213958], [0.847956, -1.436227, 0.002340], [0.056443, -1.894717, 1.181129], [-0.219991, -0.880275, -3.001680], [0.935271, 0.084117, -2.568492], [-1.146508, -0.987886, -0.991251], [-0.431646, 0.791347, 0.652331], [0.801310, 1.161662, -0.381529], [-1.405969, 1.261562, -2.029683], [-0.943222, 2.636903, -1.359847], [-3.039589, 0.692083, -0.345050], [-2.290559, 1.524809, 0.833895], [-3.135879, 2.384433, -0.514374], [1.476664, -2.406835, -0.376355], [1.634532, -0.652926, 0.453262], [-0.161994, -2.894245, 0.865796], [0.612650, -1.838613, 2.049889], [2.266299, 1.382478, 2.779264], [1.405249, 0.485393, 3.573767], [2.264219, 0.462765, 3.043618]],
  "atomic_forces_ev_per_a": [[-1.17, 0.44, -0.34], [-0.47, -2.75, 0.36], [0.18, 0.66, 0.02], [-1.08, -3.26, 2.53], [-0.25, 0.25, -1.50], [1.84, 0.33, 1.74], [-0.05, -1.46, -1.08], [0.18, -0.18, 0.29], [0.82, 0.78, -0.30], [1.46, -0.11, 0.17], [-0.05, -0.62, 0.02], [1.49, 0.95, -0.41], [-0.63, -0.91, -1.77], [1.08, 2.98, 0.07], [-0.06, -0.66, -0.67], [0.44, 0.87, 0.84], [-0.55, 0.56, 0.45], [-1.60, 2.79, -0.02], [-1.32, -1.77, -1.22], [0.19, 1.77, 1.74], [-0.41, -0.63, -0.87], [0.47, 0.39, -0.42], [1.66, -0.53, -0.88], [-2.18, 0.12, 1.28]],
  "mulliken_charge": [-0.629, 0.391, -1.224, -0.590, -1.266, -0.541, -0.589, 0.303, 0.258, 0.103, 0.382, 0.542, 0.301, 0.497, 0.342, 0.369, 0.360, 0.298, 0.212, 0.257, 0.227, 0.304, 0.325, -0.633]
}

---

No. 2
{
  "formula": "C13H15NO4",
  "method": "the ωB97M-V functional and the def2-TZVPD basis",
  "e_above_lowest_ev": 10.088,
  "lumo_energy_ev": 0.307,
  "energy_ha": -859.7652,
  "gap_ev": 9.018,
  "max_force_ev_per_a": 16.2,
  "elements": ["O", "C", "N", "C", "O", "C", "C", "H", "H", "H", "H", "C", "H", "H", "C", "O", "H", "H", "C", "O", "C", "C", "C", "C", "C", "C", "H", "H", "H", "H", "H", "H", "H"],
  "coordinates": [[0.504240, 1.998095, -1.143357], [1.538123, 1.574958, -0.599442], [1.982300, 0.359660, -0.643744], [2.997083, 0.012426, 0.113504], [3.496129, -1.209310, 0.138520], [3.325753, 1.276380, 0.786097], [2.204875, 2.226957, 0.501475], [2.654048, 3.261496, -0.293808], [1.649925, 2.715597, 1.092653], [3.535533, 1.209360, 1.803874], [4.299960, 1.821810, 0.344853], [0.999268, -0.652375, -1.457855], [0.273810, -0.418510, -1.922785], [1.767741, -1.065166, -2.106920], [0.607858, -1.946735, -0.615937], [1.495545, -2.986862, -0.280858], [2.443943, -2.732532, -0.047446], [-0.277903, -2.428772, -0.922176], [0.306313, -1.360668, 0.865892], [-0.481298, -0.174851, 1.076589], [-1.790652, -0.123040, 0.426042], [-2.675172, -1.088659, 0.307432], [-3.863625, -0.830832, -0.205603], [-4.421038, 0.391816, -0.146307], [-3.548415, 1.574890, -0.197127], [-2.167602, 1.202215, 0.452118], [-1.594881, 1.811613, 0.739380], [-3.886702, 2.576774, -0.029790], [-5.450578, 0.480994, -0.536502], [-4.446557, -1.820826, -0.471051], [-2.186825, -2.089600, 0.138151], [1.073824, -1.354057, 1.406226], [-0.365037, -2.212250, 1.427901]],
  "atomic_forces_ev_per_a": [[2.07, -0.80, 0.02], [-5.67, 3.85, 0.80], [-4.43, -5.81, -4.56], [2.73, -5.69, 0.08], [-1.67, 5.72, 0.43], [3.69, 2.88, -0.08], [6.53, 1.43, -8.04], [-0.92, -2.66, 2.66], [-4.12, 2.98, 5.02], [0.41, -0.62, 1.77], [-1.82, -1.85, 0.85], [13.15, -6.50, 6.78], [-9.33, 4.95, -5.60], [-0.25, 0.04, -0.78], [1.43, 3.18, 4.39], [1.43, -0.40, -0.95], [-1.90, 0.49, -0.62], [-0.89, -0.23, -1.11], [-10.09, -3.15, -3.06], [-0.24, -0.82, -1.91], [3.80, 4.55, 3.94], [3.53, -5.03, -1.96], [-3.89, -4.17, 0.02], [-0.36, 4.40, -3.34], [2.69, -4.43, 5.04], [-12.07, -7.03, -7.46], [8.14, 8.98, 3.75], [-0.28, 0.40, -0.53], [0.46, 0.17, 0.51], [0.61, 2.43, 0.47], [-1.10, 0.58, 0.77], [6.72, 0.76, 4.11], [1.67, 1.39, -1.42]],
  "mulliken_charge": [-0.664, 0.548, 0.304, 0.597, -0.762, -0.642, -0.769, 0.237, 0.568, 0.398, 0.269, -1.713, 0.856, 0.482, 0.013, -0.649, 0.463, 0.706, -1.489, -0.416, 0.969, -0.205, -0.302, -0.469, -0.840, -1.020, 1.062, 0.360, 0.322, 0.241, 0.192, 1.081, 0.270]
}

---

No. 3
{
  "formula": "C3H5IO",
  "method": "the ωB97M-V functional and the def2-TZVPD basis",
  "e_above_lowest_ev": 3.237,
  "spin_multiplicity": 3,
  "s2": 2.005,
  "lumo_energy_ev": [0.809, -3.796],
  "energy_ha": -489.9597,
  "gap_ev": [5.960, 5.961],
  "max_force_ev_per_a": 4.5,
  "elements": ["C", "C", "C", "O", "I", "H", "H", "H", "H", "H"],
  "coordinates": [[0.810566, 0.209721, -0.326258], [-0.347731, -0.522425, -0.630394], [-1.295775, -1.078466, -1.324270], [-0.017368, -0.257075, 0.645770], [1.423201, 2.057855, 2.427479], [1.749381, -0.251439, -0.301381], [0.849169, 1.222002, -0.568009], [-1.306065, -1.140875, -2.445498], [0.159671, 1.505495, 3.359530], [-2.025049, -1.744792, -0.836969]],
  "atomic_forces_ev_per_a": [[1.91, 0.44, -2.20], [-0.34, -0.26, -0.62], [-1.01, -1.66, -1.35], [-2.38, -0.84, 3.14], [3.34, 1.46, -2.49], [1.46, -0.73, -0.38], [-0.12, 1.95, 0.02], [0.35, 0.35, 1.38], [-3.40, -1.46, 2.57], [0.18, 0.77, -0.08]],
  "mulliken_charge": [-0.381, 0.402, -0.786, -0.396, 0.091, 0.264, 0.372, 0.229, -0.032, 0.237]
}

---

No. 4
{
  "formula": "C4F12InO12S4",
  "method": "the ωB97M-V functional and the def2-TZVPD basis",
  "e_above_lowest_ev": 3.386,
  "lumo_energy_ev": -4.467,
  "energy_ha": -4036.4365,
  "gap_ev": 2.660,
  "max_force_ev_per_a": 3.8,
  "charge": -1,
  "elements": ["In", "C", "F", "F", "F", "S", "O", "O", "O", "C", "F", "F", "F", "S", "O", "O", "O", "C", "F", "F", "F", "S", "O", "O", "O", "C", "F", "F", "F", "S", "O", "O", "O"],
  "coordinates": [[-1.097866, 0.758685, -1.371902], [0.113204, -0.309925, -6.447832], [-0.128456, -1.623165, -6.794792], [1.359384, -0.289915, -5.954692], [-0.047136, 0.514655, -7.481072], [-1.194156, 0.073285, -5.075982], [-2.551266, -0.168095, -5.627582], [-0.934106, -0.803115, -3.880962], [-0.949376, 1.470615, -4.666842], [-3.250046, -0.917455, 2.946328], [-2.495336, -1.850485, 2.246938], [-4.509296, -0.832225, 2.473658], [-3.192656, -1.109425, 4.289718], [-2.458996, 0.816155, 2.589148], [-2.373766, 1.014955, 1.133068], [-3.405716, 1.744175, 3.277448], [-1.158806, 0.770665, 3.227448], [3.439504, 2.077705, 0.841778], [4.123484, 3.212715, 0.815318], [3.265314, 1.432975, -0.390952], [4.031514, 1.213445, 1.645828], [1.712484, 2.548145, 1.468368], [1.760794, 4.022295, 1.448508], [0.788874, 1.961965, 0.486898], [1.598914, 1.934745, 2.778948], [0.932514, -3.198095, 2.132038], [0.653684, -3.735905, 0.959348], [0.013114, -3.524125, 2.992248], [2.052004, -3.463545, 2.707178], [0.933074, -1.250075, 1.865458], [0.918574, -0.632195, 3.197118], [2.223984, -0.996955, 1.220888], [-0.173426, -0.862475, 0.948948]],
  "atomic_forces_ev_per_a": [[0.32, -0.38, -0.05], [-1.30, -1.58, 1.57], [0.30, 1.48, -0.40], [-0.54, 0.56, -0.60], [0.49, -0.68, 0.41], [-2.50, 0.68, 2.53], [2.74, 0.18, -0.05], [0.45, 0.47, -1.65], [0.30, -0.88, -0.98], [1.62, 1.77, -1.02], [-1.80, 0.91, 1.55], [1.01, -1.05, 0.78], [-0.44, -0.46, -1.94], [-1.83, 1.08, 0.72], [-0.52, -0.51, 0.80], [1.77, -1.74, -1.45], [0.18, 0.04, 0.64], [-1.90, -0.99, -0.55], [0.56, -0.68, -0.93], [1.01, 1.66, 1.60], [0.25, 0.19, -0.09], [0.16, 1.12, -0.69], [-0.44, -2.06, 0.16], [0.32, 0.58, 0.42], [0.02, 0.30, -0.15], [-1.62, 3.46, -0.26], [0.88, -0.60, 0.07], [-1.60, -0.44, 0.64], [2.09, -1.01, -0.50], [0.25, 0.66, -1.73], [-0.74, -0.62, -0.60], [-0.63, -0.49, 0.44], [1.14, -1.00, 1.30]],
  "mulliken_charge": [1.152, 0.543, -0.220, -0.200, -0.181, 1.170, -0.644, -0.688, -0.694, 0.587, -0.191, -0.194, -0.196, 0.931, -0.458, -0.529, -0.413, 0.650, -0.205, -0.223, -0.210, 0.951, -0.575, -0.434, -0.459, 0.555, -0.191, -0.211, -0.177, 1.144, -0.424, -0.534, -0.429]
}